# 1
Entry from the OMol25 dataset: the molecule C6H13NO at a distorted geometry (wB97M-V/def2-TZVPD).

Geometry as XYZ:
```
21
Properties=species:S:1:pos:R:3:forces:R:3
C -1.95453 -1.61008 0.56460 0.9 0.9 1.7
C -1.79407 -0.04633 0.52917 -1.4 -0.4 -2.3
C -0.43154 0.53322 0.83557 -0.1 -0.3 0.4
C 0.53652 0.20239 -0.26009 1.8 1.6 -0.6
C 0.21740 0.88479 -1.59874 -0.5 1.2 -1.3
N 1.89736 0.65564 0.26601 -0.6 -0.1 -0.5
C 3.03341 -0.09802 0.16622 -1.7 0.6 0.2
O 2.98619 -1.18577 -0.33990 0.8 -1.1 -0.5
H -1.53586 -2.06783 1.47981 0.0 0.3 -0.2
H -1.51237 -2.16055 -0.24802 0.1 0.1 -0.6
H -3.00328 -1.79626 0.62651 -0.8 -0.3 -0.3
H -2.15498 0.16186 -0.53979 0.6 0.3 1.4
H -2.54425 0.42927 1.14854 -0.2 -0.2 0.4
H -0.14323 -0.02899 1.74081 0.4 0.6 -0.1
H -0.35468 1.65430 1.03429 -0.6 -1.4 -0.2
H 0.55358 -0.83393 -0.55696 0.4 -0.5 0.8
H -0.84407 1.07459 -1.83916 0.1 -0.9 0.5
H 0.64471 0.39932 -2.47393 0.0 -0.7 0.2
H 0.55532 1.89685 -1.80714 0.7 0.4 1.0
H 1.92252 1.60131 0.64534 0.1 -0.5 -0.2
H 3.92584 0.33424 0.62687 0.2 0.2 0.0
```
Positions in Å, forces in eV/Å.

Calculated values
SMILES: CCC[C@@H](C)NC=O
ΔE to the lowest compared entry with this formula, charge and spin: 25.89 kcal/mol
HOMO energy: -9.58 eV
Max |F|: 2.713 eV Å⁻¹
Calculated total energy: -9970.0518 eV

Population analysis type natural (NBO), resulting atomic charges in e:
1. C -0.61
2. C -0.40
3. C -0.41
4. C -0.06
5. C -0.65
6. N -0.63
7. C 0.53
8. O -0.62
9. H 0.20
10. H 0.21
11. H 0.21
12. H 0.19
13. H 0.21
14. H 0.22
15. H 0.20
16. H 0.24
17. H 0.22
18. H 0.22
19. H 0.21
20. H 0.39
21. H 0.12

# 2
Entry from the OMol25 dataset: a cluster of 3 separate species, C6H13NO in total at a distorted geometry (wB97M-V/def2-TZVPD).

Geometry as XYZ:
```
21
Properties=species:S:1:pos:R:3:forces:R:3
C 1.00642 1.98452 2.56974 -0.1 -0.2 -0.1
C 0.37909 1.06492 1.55418 -0.5 0.2 -0.2
C 0.98012 0.77855 0.25396 1.4 -0.9 3.0
N 1.13745 -0.14860 1.14014 0.4 1.4 -1.7
H 0.79251 1.63629 3.58034 0.0 0.0 0.1
H 0.60458 2.99191 2.46424 0.0 0.1 0.0
H 2.08573 2.02363 2.43920 0.1 0.0 0.0
H -0.69242 0.91848 1.64724 -0.1 0.0 0.0
H 1.59969 1.17333 -0.52459 -0.1 -0.2 -0.7
C 0.15586 -2.50719 -1.14241 0.3 0.3 0.1
C -0.99004 -1.89328 -0.39775 -0.1 -0.5 1.6
O -0.92881 -1.52998 0.76364 -0.5 -0.5 -1.3
H 1.10254 -2.22770 -0.68088 -0.1 -0.1 0.1
H 0.14633 -2.19211 -2.17922 0.0 0.0 -0.2
H 0.05406 -3.59341 -1.11875 -0.1 0.0 0.0
H -1.96767 -1.92142 -0.91181 0.0 0.3 -0.1
C -1.12445 0.62631 -1.89980 1.8 1.0 1.8
H -0.34718 0.49908 -0.94648 -2.6 -0.6 -2.7
H -0.66962 1.51581 -2.32183 -0.2 0.4 -0.4
H -1.19719 -0.08847 -2.71107 0.4 -0.6 0.4
H -2.12700 0.88934 -1.57808 0.0 -0.1 0.3
```
Positions in Å, forces in eV/Å.

Calculated values
SMILES: C[C@H]1C=N1.CC=O.C
ΔE to the lowest compared entry with this formula, charge and spin: 105.85 kcal/mol
HOMO energy: -9.36 eV
Max |F|: 3.819 eV Å⁻¹
Calculated total energy: -9966.5841 eV

Population analysis type natural (NBO), resulting atomic charges in e:
1. C -0.64
2. C -0.12
3. C -0.04
4. N -0.27
5. H 0.22
6. H 0.22
7. H 0.21
8. H 0.19
9. H 0.22
10. C -0.73
11. C 0.45
12. O -0.53
13. H 0.24
14. H 0.22
15. H 0.24
16. H 0.11
17. C -0.85
18. H 0.22
19. H 0.21
20. H 0.21
21. H 0.22

# 3
Entry from the OMol25 dataset: the molecule C6H13NO at a distorted geometry (wB97M-V/def2-TZVPD).

Geometry as XYZ:
```
21
Properties=species:S:1:pos:R:3:forces:R:3
C 0.58696 0.15044 2.67173 0.1 0.5 -1.2
C 0.78412 0.42633 1.36722 0.7 -1.3 0.9
C 0.37787 -0.49955 0.21350 0.3 0.8 0.1
C 1.61537 -0.91616 -0.58698 0.2 0.1 0.0
C -0.70963 0.22150 -0.62531 -1.0 0.7 2.4
C -1.58107 -0.72768 -1.43449 -0.4 0.1 0.3
N -0.25441 1.30517 -1.42364 0.4 0.1 -0.3
O -1.61017 0.77688 0.49391 -0.8 -0.9 -1.4
H -0.07415 -0.64950 2.99073 0.2 -0.1 -0.1
H 1.05344 0.75573 3.44170 -0.2 0.0 0.0
H 1.45165 1.24561 1.10406 -0.1 0.1 0.0
H -0.06524 -1.40160 0.65369 -0.2 0.3 -0.1
H 1.35715 -1.63980 -1.36528 0.1 0.1 0.1
H 2.10304 -0.06071 -1.06775 -0.2 -0.1 0.0
H 2.35737 -1.36305 0.08308 -0.2 -0.1 -0.1
H -2.34285 -0.17862 -2.00014 0.3 0.0 0.0
H -0.98713 -1.32712 -2.13113 0.0 0.2 0.1
H -2.12875 -1.40020 -0.76688 0.2 0.1 0.0
H 0.35832 1.92253 -0.90267 0.0 0.0 0.0
H -1.05717 1.85292 -1.72371 0.2 -0.1 0.0
H -1.23473 1.50690 1.00836 0.4 -0.4 -0.6
```
Positions in Å, forces in eV/Å.

Calculated values
SMILES: C=C[C@H](C)[C@](C)(N)O
ΔE to the lowest compared entry with this formula, charge and spin: 34.68 kcal/mol
HOMO energy: -9.41 eV
Max |F|: 2.705 eV Å⁻¹
Calculated total energy: -9969.6706 eV

Population analysis type natural (NBO), resulting atomic charges in e:
1. C -0.39
2. C -0.18
3. C -0.29
4. C -0.61
5. C 0.42
6. C -0.63
7. N -0.84
8. O -0.80
9. H 0.20
10. H 0.20
11. H 0.19
12. H 0.22
13. H 0.21
14. H 0.21
15. H 0.22
16. H 0.22
17. H 0.22
18. H 0.23
19. H 0.36
20. H 0.37
21. H 0.47

# 4
Entry from the OMol25 dataset: a cluster of 2 separate species, C6H13NO in total at a distorted geometry (wB97M-V/def2-TZVPD).

Geometry as XYZ:
```
21
Properties=species:S:1:pos:R:3:forces:R:3
C 0.14373 -0.67897 1.07531 0.4 0.5 -2.3
N 1.57192 -1.06434 1.15495 1.0 0.0 -0.6
C 2.51875 -0.15617 0.84646 -0.8 -0.3 1.2
C 2.91949 0.29025 -0.50152 -1.0 0.0 1.1
O 3.71270 1.19184 -0.57898 0.4 0.2 -0.7
C -0.19480 0.12175 -0.22278 -0.7 -0.5 0.0
C -2.45368 0.79205 -1.23744 0.2 1.2 0.0
C -1.58072 0.76804 0.01017 1.0 -1.5 -0.7
H -0.41838 -1.59494 0.85905 -0.4 0.2 1.2
H -0.07304 -0.03047 1.92782 -0.1 -0.4 0.2
H 1.80595 -1.77315 1.84145 -0.2 0.6 0.4
H 3.04497 0.29525 1.69269 0.8 -0.5 -0.3
H -2.08562 -1.85951 -0.48513 0.5 -0.2 0.1
H 2.47791 -0.29184 -1.31810 0.2 0.1 -0.4
H -0.46621 -0.72760 -0.88741 0.5 0.4 -0.5
H 0.55775 0.78608 -0.64131 0.1 -0.1 0.0
H -2.62934 -0.25765 -1.46004 -0.4 0.1 -0.4
H -3.37206 1.34420 -1.02230 -0.2 -0.4 0.1
H -2.04942 1.31855 -2.11250 0.3 -0.3 0.2
H -1.49676 1.69000 0.58088 -0.4 -0.2 0.3
H -1.93312 -0.16335 0.47873 -1.2 1.1 1.2
```
Positions in Å, forces in eV/Å.

Calculated values
ΔE to the lowest compared entry with this formula, charge and spin: 204.79 kcal/mol
HOMO energy: -6.64 eV
Max |F|: 2.424 eV Å⁻¹
Calculated total energy: -9962.2938 eV

Population analysis type natural (NBO), resulting atomic charges in e:
1. C -0.26
2. N -0.53
3. C 0.10
4. C 0.31
5. O -0.47
6. C -0.45
7. C -0.62
8. C -0.44
9. H 0.26
10. H 0.21
11. H 0.40
12. H 0.20
13. H -0.39
14. H 0.15
15. H 0.25
16. H 0.20
17. H 0.24
18. H 0.21
19. H 0.20
20. H 0.20
21. H 0.24

# 5
Entry from the OMol25 dataset: the molecule C6H13NO at a distorted geometry (wB97M-V/def2-TZVPD).

Geometry as XYZ:
```
21
Properties=species:S:1:pos:R:3:forces:R:3
C -2.72857 -0.86282 0.09412 0.1 0.0 0.7
O -1.50401 -0.48549 -0.47623 2.0 -0.1 1.0
C -0.41267 -0.34314 0.52006 -1.9 0.2 -1.2
C 0.06362 1.06070 0.70297 1.6 -1.5 0.0
N -0.54369 2.08463 -0.03856 -0.5 0.1 -0.5
C 0.95742 -0.14320 -0.00332 -0.3 1.4 0.3
C 1.23724 0.05732 -1.47233 -0.5 0.0 -0.2
C 2.08920 -0.81053 0.74479 -0.2 0.4 0.1
H -2.59156 -1.76184 0.71346 -0.2 0.0 -0.2
H -3.10728 -0.07313 0.75580 -0.2 0.0 -0.1
H -3.42504 -1.05731 -0.72338 0.0 0.0 0.2
H -0.50748 -0.93256 1.43107 -0.3 -0.2 -0.3
H 0.39688 1.37607 1.68641 0.0 -0.2 0.1
H 0.08265 2.83118 -0.31598 -0.1 -0.3 -0.2
H -1.08555 1.68786 -0.80511 0.3 0.4 0.1
H 1.73190 1.01169 -1.65423 0.1 0.0 0.0
H 1.86528 -0.73804 -1.87254 0.1 -0.1 0.1
H 0.33139 0.04585 -2.07534 -0.1 0.1 0.0
H 3.01514 -0.24545 0.62850 0.0 0.0 0.0
H 2.26216 -1.81328 0.35140 0.0 -0.1 0.0
H 1.87298 -0.88850 1.80842 0.0 0.0 0.1
```
Positions in Å, forces in eV/Å.

Calculated values
SMILES: CO[C@@H]1[C@H](N)C1(C)C
ΔE to the lowest compared entry with this formula, charge and spin: 55.64 kcal/mol
HOMO energy: -7.99 eV
Max |F|: 2.244 eV Å⁻¹
Calculated total energy: -9968.7617 eV

Population analysis type natural (NBO), resulting atomic charges in e:
1. C -0.24
2. O -0.55
3. C 0.07
4. C -0.06
5. N -0.83
6. C -0.10
7. C -0.62
8. C -0.60
9. H 0.16
10. H 0.17
11. H 0.19
12. H 0.19
13. H 0.19
14. H 0.37
15. H 0.38
16. H 0.21
17. H 0.21
18. H 0.23
19. H 0.21
20. H 0.21
21. H 0.20

# 6
Entry from the OMol25 dataset: the molecule C6H13NO at a distorted geometry (wB97M-V/def2-TZVPD).

Geometry as XYZ:
```
21
Properties=species:S:1:pos:R:3:forces:R:3
C -0.72514 1.58483 -2.01124 1.5 -0.1 -2.9
C -1.76063 0.80439 -1.25572 -1.7 3.5 2.8
C -1.22978 0.19466 0.02957 1.4 -0.2 1.5
C -0.41076 -1.09271 -0.06434 1.0 0.9 -2.1
N 1.06489 -0.80747 -0.01400 -1.7 -4.8 0.3
C 1.67341 -1.38142 1.19050 3.6 2.3 -0.9
C 1.78378 -0.12503 2.36461 -0.4 -5.5 0.5
O 1.24634 -0.40296 3.43056 1.1 2.1 -1.7
H -1.12358 2.41380 -2.70308 0.5 -1.5 1.0
H -0.09377 0.88796 -2.59528 -0.8 -0.1 -0.8
H 0.18930 1.95282 -1.55140 -0.7 0.8 1.5
H -2.31616 0.06030 -1.78929 -0.1 -0.3 -0.7
H -2.53616 1.66986 -0.97272 1.1 -2.1 -0.3
H -1.83959 0.02623 0.92119 -1.5 0.1 -0.9
H -0.47930 0.77100 0.62163 -0.5 0.9 -1.1
H -0.76138 -1.60054 0.77169 0.2 -1.5 1.7
H -0.61546 -1.76813 -0.93219 0.0 0.8 0.4
H 1.31304 0.09508 0.12292 -0.1 3.8 -0.6
H 2.77383 -1.59445 0.79698 -1.7 0.3 1.5
H 1.27611 -2.34008 1.50489 -0.4 0.3 0.5
H 2.57101 0.65187 2.13473 -1.0 0.1 0.3
```
Positions in Å, forces in eV/Å.

Calculated values
SMILES: CCCCNCC=O
ΔE to the lowest compared entry with this formula, charge and spin: 99.70 kcal/mol
HOMO energy: -8.49 eV
Max |F|: 5.576 eV Å⁻¹
Calculated total energy: -9966.8511 eV

Population analysis type natural (NBO), resulting atomic charges in e:
1. C -0.64
2. C -0.41
3. C -0.42
4. C -0.23
5. N -0.63
6. C -0.30
7. C 0.39
8. O -0.50
9. H 0.22
10. H 0.21
11. H 0.22
12. H 0.22
13. H 0.20
14. H 0.22
15. H 0.19
16. H 0.19
17. H 0.19
18. H 0.34
19. H 0.19
20. H 0.21
21. H 0.13

Number 1: LUMO 0.89 eV. Number 2: LUMO 0.88 eV. Number 3: LUMO 1.00 eV. Number 4: LUMO -3.37 eV. Number 5: LUMO 1.01 eV. Number 6: LUMO 0.60 eV.